{"formula": "C6H7Cl2N4O", "method": "ωB97M-V/def2-TZVPD", "charge": -1, "e_homo_ev": [-3.6, -4.5], "e_lumo_ev": [3.090, 1.171], "spin_multiplicity": 3, "species": ["Cl", "N", "C", "Cl", "C", "H", "N", "C", "H", "H", "N", "C", "O", "H", "H", "H", "N", "H", "C", "C"], "coordinates": [[1.08761, -4.52717, -0.26438], [0.64033, -1.41181, -3.98058], [-0.04727, -0.87170, -0.53505], [0.10249, -4.25487, 2.40521], [-0.78185, 1.40895, -0.19666], [-1.17415, -2.51880, 0.18252], [-0.07487, -1.16183, -1.88895], [1.06956, -3.50684, 1.15868], [-0.23455, -1.25851, 1.38967], [-1.20271, 1.34451, -1.19059], [-0.30067, -2.32163, -3.62435], [0.50400, 0.45795, -0.11924], [1.59753, 0.31806, -2.65518], [0.88652, 0.52465, 0.92929], [1.17044, 0.82725, -0.75465], [-1.40249, 1.23106, 0.83697], [-0.68013, -2.18755, -2.40881], [-0.34790, 2.40403, 0.00988], [0.86460, -0.62673, -2.90632], [-0.31148, -1.87762, 0.42675]]}

{"formula": "C6H7ClIN", "method": "ωB97M-V/def2-TZVPD", "charge": 0, "e_above_lowest_ev": 0.680, "e_homo_ev": -7.6, "e_lumo_ev": -0.825, "spin_multiplicity": 1, "species": ["N", "Cl", "C", "H", "C", "H", "C", "C", "H", "H", "H", "C", "C", "I", "H", "H"], "coordinates": [[-0.45220, 0.23326, 0.37708], [-1.42879, -2.31641, 1.15152], [1.27564, -0.44808, -1.13927], [-1.29857, -0.20141, 2.19046], [-1.36180, 0.08524, -0.63233], [1.41032, 0.03780, 0.94110], [-0.99673, -0.50671, -1.80142], [0.83230, -0.03552, 0.12056], [-1.67496, -0.79976, -2.57931], [-1.48373, 1.61384, 1.85140], [0.45109, -1.34053, -2.90125], [0.29127, -0.80050, -2.07588], [-0.71518, 0.68595, 1.74093], [-3.39162, 0.43320, -0.21270], [2.25743, -0.58555, -1.15479], [0.07829, 1.08339, 2.33225]]}

{"formula": "C6H7ClN2", "method": "ωB97M-V/def2-TZVPD", "charge": 0, "e_above_lowest_ev": 0.259, "e_homo_ev": -9.0, "e_lumo_ev": 0.632, "spin_multiplicity": 1, "species": ["C", "C", "C", "Cl", "C", "C", "H", "H", "N", "H", "C", "H", "H", "H", "N", "H"], "coordinates": [[0.44011, -0.25861, 0.69184], [-0.11060, 0.08341, -2.91699], [0.01506, 0.33917, -1.62615], [0.53374, -2.29756, -1.19773], [0.91109, 0.98778, 2.35740], [-0.13672, -0.71532, -0.57930], [1.36525, -0.73877, 3.60409], [1.00136, -2.00260, 1.57520], [0.91013, -1.03697, 1.64314], [0.41492, 1.20206, -1.12361], [1.25674, -0.26925, 2.70676], [-1.18651, -0.96850, -0.39166], [1.07814, 1.82460, 3.02840], [-0.38350, -0.88813, -3.21315], [0.51228, 1.03088, 1.07039], [-0.04053, 0.93520, -3.74759]]}

{"formula": "C6H7ClN2O2", "method": "ωB97M-V/def2-TZVPD", "charge": 0, "e_above_lowest_ev": 3.952, "e_homo_ev": -8.7, "e_lumo_ev": -0.873, "spin_multiplicity": 1, "species": ["H", "C", "N", "C", "H", "C", "C", "H", "H", "Cl", "O", "C", "H", "H", "O", "H", "C", "N"], "coordinates": [[-1.99990, -2.54517, -0.72812], [-1.71741, -1.51319, -0.39382], [0.16306, 0.02973, -0.31369], [-2.74951, 0.44755, 0.73916], [1.53867, 2.05660, 0.07603], [-2.79827, -0.70750, 0.17169], [3.74189, -1.20832, 0.46353], [1.07675, 0.30072, -0.73758], [-3.49452, 1.26130, 0.51532], [2.70187, 1.75539, -0.84645], [4.67949, -0.72565, 0.94491], [-0.37969, 1.17649, 0.31912], [0.04102, 3.11412, 0.79712], [0.37604, -1.67648, -1.05488], [2.72002, -1.61113, 0.10448], [-3.82807, -1.21700, 0.10374], [-0.39351, -1.15421, -0.59089], [0.32206, 2.21674, 0.43033]]}